{
  "formula": "C58H47Cl4N6O2Pd",
  "method": "wB97M-V/def2-TZVPD",
  "symbols": ["Pd", "Cl", "C", "C", "C", "C", "C", "C", "C", "C", "C", "C", "C", "C", "C", "C", "C", "C", "Cl", "C", "C", "C", "N", "C", "C", "C", "C", "C", "C", "Cl", "C", "C", "C", "C", "C", "C", "N", "C", "C", "C", "C", "C", "N", "C", "C", "C", "C", "Cl", "C", "C", "C", "C", "N", "H", "H", "H", "H", "H", "H", "H", "H", "H", "H", "H", "H", "H", "H", "H", "H", "H", "H", "H", "H", "H", "H", "H", "H", "C", "C", "N", "C", "C", "C", "O", "C", "C", "C", "C", "N", "C", "H", "H", "H", "H", "H", "H", "H", "H", "H", "H", "H", "H", "H", "H", "C", "C", "C", "C", "O", "H", "H", "H", "H", "H", "H", "H", "H", "H"],
  "xyz": [[0.491, -0.711, 0.168], [8.236, 1.138, -4.846], [6.781, 0.804, -3.973], [6.266, -0.482, -3.966], [5.113, -0.749, -3.243], [4.471, 0.256, -2.522], [5.000, 1.545, -2.559], [6.146, 1.825, -3.285], [3.266, -0.063, -1.697], [3.365, 0.094, -0.309], [4.538, 0.572, 0.378], [4.248, 0.570, 1.694], [2.902, 0.068, 1.827], [2.209, 0.016, 3.051], [2.992, 0.302, 4.289], [2.648, 1.341, 5.150], [3.363, 1.572, 6.314], [4.435, 0.753, 6.628], [5.319, 1.023, 8.089], [4.809, -0.276, 5.780], [4.088, -0.495, 4.617], [0.862, -0.269, 3.165], [0.033, -0.640, 2.133], [-1.174, -0.917, 2.677], [-2.256, -1.597, 2.060], [-3.284, -2.213, 2.968], [-2.929, -3.288, 3.780], [-3.863, -3.890, 4.609], [-5.161, -3.403, 4.634], [-6.332, -4.149, 5.668], [-5.531, -2.327, 3.846], [-4.590, -1.740, 3.009], [-2.332, -1.947, 0.751], [-3.033, -3.058, 0.213], [-2.664, -3.241, -1.079], [-1.729, -2.242, -1.455], [-1.546, -1.370, -0.315], [-1.021, -2.161, -2.609], [0.195, -1.444, -2.761], [0.855, -1.279, -4.032], [2.053, -0.715, -3.784], [2.148, -0.545, -2.355], [0.977, -0.957, -1.773], [-1.458, -3.031, -3.745], [-0.585, -3.978, -4.280], [-0.991, -4.828, -5.296], [-2.279, -4.724, -5.796], [-2.788, -5.773, -7.073], [-3.164, -3.790, -5.284], [-2.750, -2.955, -4.256], [-1.139, -0.672, 4.098], [0.117, -0.300, 4.404], [2.406, -0.224, 0.603], [6.770, -1.269, -4.511], [4.721, -1.758, -3.220], [4.496, 2.348, -2.032], [6.549, 2.828, -3.315], [5.465, 0.868, -0.083], [4.879, 0.898, 2.502], [1.836, 2.009, 4.890], [3.094, 2.386, 6.974], [5.655, -0.902, 6.031], [4.365, -1.316, 3.967], [-1.911, -3.661, 3.758], [-3.590, -4.731, 5.232], [-6.544, -1.950, 3.890], [-4.878, -0.893, 2.399], [-3.674, -3.703, 0.794], [-2.952, -4.068, -1.709], [0.432, -1.538, -4.990], [2.808, -0.434, -4.499], [0.418, -4.068, -3.881], [-0.317, -5.576, -5.693], [-4.165, -3.717, -5.687], [-3.441, -2.219, -3.862], [-1.976, -0.788, 4.769], [0.513, -0.101, 5.384], [1.241, 6.121, -5.149], [2.393, 5.499, -4.370], [1.978, 4.454, -3.428], [1.973, 3.075, -3.894], [0.649, 2.689, -4.556], [1.510, 4.882, -2.226], [1.366, 6.077, -2.006], [1.226, 3.934, -1.070], [1.376, 4.529, 0.183], [1.022, 3.833, 1.320], [0.528, 2.547, 1.176], [0.409, 1.937, 0.001], [0.738, 2.630, -1.095], [1.629, 6.897, -5.812], [0.531, 6.581, -4.464], [0.720, 5.386, -5.764], [2.894, 6.275, -3.797], [3.116, 5.046, -5.049], [2.204, 2.410, -3.066], [2.790, 2.971, -4.608], [-0.193, 3.051, -3.962], [0.561, 1.607, -4.658], [0.564, 3.130, -5.549], [1.734, 5.547, 0.233], [1.113, 4.279, 2.302], [0.210, 1.979, 2.045], [0.556, 2.106, -2.025], [-4.198, 0.262, 0.130], [-3.177, 0.464, -0.975], [-3.645, -0.166, -2.275], [-2.897, 1.946, -1.172], [-1.825, 0.014, -0.577], [-5.093, 0.837, -0.116], [-3.806, 0.620, 1.084], [-4.492, -0.783, 0.231], [-4.471, 0.426, -2.669], [-4.008, -1.184, -2.123], [-2.843, -0.174, -3.014], [-3.821, 2.444, -1.468], [-2.150, 2.096, -1.953], [-2.530, 2.398, -0.250]],
  "atomic_forces_ev_per_a": [[0.2, -1.1, 0.2], [0.0, 0.0, 0.0], [0.0, 0.0, 0.0], [0.0, -0.1, 0.0], [0.0, 0.0, 0.0], [0.0, 0.0, 0.1], [-0.1, 0.1, 0.0], [0.0, 0.1, 0.0], [0.1, 0.0, -0.2], [0.4, -0.1, 0.2], [-0.1, -0.1, -0.5], [-0.3, -0.1, 0.4], [0.5, 0.2, 0.0], [0.0, 0.1, 0.2], [-0.1, -0.1, 0.0], [0.0, 0.2, -0.1], [0.0, 0.1, 0.0], [0.0, 0.0, 0.0], [0.0, 0.0, 0.0], [0.0, -0.1, -0.1], [0.0, -0.1, 0.0], [0.1, -0.1, 0.3], [-0.3, 0.0, -0.1], [0.2, 0.2, 0.2], [-0.2, -0.2, 0.2], [0.1, 0.1, 0.0], [0.0, 0.0, 0.0], [0.1, 0.0, 0.0], [0.0, 0.0, 0.0], [0.0, 0.0, 0.0], [0.0, 0.1, -0.1], [0.0, 0.0, 0.0], [0.1, -0.1, -0.1], [-0.2, -0.1, -0.1], [-0.1, -0.1, 0.0], [0.0, -0.1, 0.1], [0.5, 0.4, 0.1], [0.0, -0.3, -0.2], [0.2, 0.3, -0.2], [-0.4, -0.1, 0.0], [0.3, 0.1, 0.2], [0.1, 0.2, -0.4], [-0.1, -0.1, 0.0], [0.1, 0.0, 0.1], [0.0, -0.1, 0.0], [0.1, 0.0, 0.1], [0.0, 0.0, 0.0], [0.0, 0.0, 0.0], [0.0, 0.1, 0.0], [-0.1, 0.1, -0.1], [-0.3, 0.0, -0.1], [0.3, 0.0, -0.1], [-0.3, 0.3, -0.1], [0.0, 0.0, 0.0], [0.0, 0.0, 0.0], [0.0, 0.0, 0.1], [0.0, 0.0, 0.0], [0.0, 0.0, 0.0], [0.0, 0.0, 0.0], [0.0, -0.1, 0.0], [0.0, 0.0, 0.0], [0.0, 0.0, 0.0], [0.0, 0.0, 0.0], [0.0, 0.0, 0.0], [0.0, 0.0, 0.0], [0.0, 0.0, 0.0], [0.0, -0.1, 0.1], [0.0, 0.0, 0.0], [0.0, 0.0, 0.0], [0.0, 0.0, 0.1], [0.0, 0.0, 0.0], [0.0, 0.0, 0.0], [0.0, 0.0, 0.0], [0.0, 0.0, 0.0], [0.0, -0.1, -0.1], [0.1, -0.1, 0.0], [0.0, 0.1, 0.0], [0.0, 0.0, 0.0], [-0.2, 0.0, -0.1], [0.2, -0.1, 0.1], [-0.1, 0.1, 0.0], [0.0, 0.0, 0.0], [0.0, 0.0, -0.1], [0.1, 0.0, 0.1], [-0.1, 0.1, -0.1], [0.0, 0.0, 0.1], [0.0, 0.0, 0.0], [0.1, -0.1, 0.0], [-0.1, 0.6, -0.1], [0.0, -0.1, 0.0], [0.0, 0.0, 0.0], [0.0, 0.0, 0.0], [0.0, 0.0, 0.0], [0.1, 0.0, 0.0], [0.0, 0.0, 0.0], [0.0, 0.0, 0.0], [0.0, 0.0, 0.0], [0.0, 0.0, 0.0], [0.0, -0.1, 0.0], [0.0, 0.0, 0.0], [0.0, 0.0, 0.0], [0.0, 0.0, 0.0], [0.0, 0.0, 0.0], [0.0, 0.0, 0.0], [0.0, 0.0, 0.0], [0.0, 0.0, 0.0], [0.0, 0.0, 0.0], [0.1, 0.0, 0.0], [-0.4, 0.1, -0.1], [0.0, 0.0, 0.0], [0.0, 0.0, 0.0], [0.0, 0.1, 0.0], [0.0, 0.0, 0.0], [0.0, 0.1, 0.0], [0.0, 0.1, 0.0], [0.0, 0.0, 0.0], [0.0, 0.0, 0.0], [0.0, 0.0, 0.0]],
  "total_charge": 1,
  "e_homo_ev": [-10.15, -10.15],
  "orbital_gap_ev": [5.636, 5.638]
}